No. 1
Here is a 8-piece molecular cluster, C47H102N11O8 overall in a non-equilibrium geometry from OMol25. Energies are from wB97M-V/def2-TZVPD.

The value obtained for the energy above the lowest of the compared OMol25 structures with the same formula, charge and spin is 0.0 kcal per mole. Its strongest force on any atom is 1.02 eV/Å. As for the net charge: +1. The calculation puts the molecular weight at 949.4 g mol⁻¹. The spin multiplicity is 1. The HOMO-LUMO gap comes out at 8.6 eV. The HOMO energy comes out at -10.4 eV.

CARTESIAN COORDINATES (ANGSTROEM)
C -7.77361 5.46351 0.45206
C -7.58543 5.87375 -0.99990
C -6.89240 4.82296 -1.86276
C -7.47807 3.39698 -1.76385
C -6.41684 2.31554 -1.53600
C -6.04177 1.52320 -2.79899
C -5.57214 0.09550 -2.47966
C -4.33783 -0.37635 -3.28162
C -3.31621 -1.06865 -2.38416
C -2.50070 -2.13359 -3.09058
C -1.42415 -2.70767 -2.18161
C -2.02427 -3.77240 -1.25055
C -1.92362 -3.43524 0.24562
C -1.10944 -4.39475 1.13712
C -0.06831 -5.24594 0.41848
C 1.12606 -5.65629 1.27328
N 1.69612 -4.58881 2.10344
C 2.09517 -3.40088 1.68944
N 2.60902 -2.44217 2.47753
C 2.90839 -1.44443 1.67390
N 2.62521 -1.70083 0.39121
C 2.78973 -0.93447 -0.84841
C 4.24562 -0.60528 -1.14860
C 4.80544 0.54722 -0.27955
C 6.19329 0.29955 0.30420
C 6.39042 -1.09130 0.91888
C 7.45525 -1.09514 2.04275
C 6.85063 -1.29206 3.43944
O 7.22057 -0.26246 4.33874
C 8.56235 -0.36434 4.75561
N 2.07504 -2.95900 0.39838
H -7.98340 6.33148 1.06547
H -8.59405 4.76280 0.55691
H -6.88245 4.99437 0.86218
H -6.95358 6.75550 -0.99782
H -8.53294 6.19127 -1.42188
H -6.98401 5.14047 -2.90143
H -5.83080 4.82159 -1.63439
H -7.97118 3.17737 -2.70469
H -8.24926 3.35287 -1.00563
H -6.72044 1.61470 -0.76328
H -5.49123 2.76327 -1.18282
H -6.91426 1.48279 -3.44612
H -5.28425 2.06529 -3.34507
H -5.32492 0.05047 -1.42530
H -6.40202 -0.57053 -2.68230
H -4.67849 -1.05214 -4.06349
H -3.89809 0.47544 -3.78905
H -3.87486 -1.52055 -1.56717
H -2.67480 -0.29812 -1.96092
H -2.08378 -1.71356 -4.00458
H -3.18105 -2.92273 -3.40323
H -0.59433 -3.09493 -2.77477
H -1.03317 -1.87416 -1.59779
H -3.08042 -3.78474 -1.49524
H -1.65248 -4.75440 -1.51667
H -1.55420 -2.42042 0.35475
H -2.93445 -3.40200 0.63184
H -0.63626 -3.81116 1.92165
H -1.79114 -5.05308 1.66348
H -0.53677 -6.18377 0.13942
H 0.23865 -4.81448 -0.53138
H 0.78748 -6.43584 1.93862
H 1.91369 -6.08388 0.66256
H 1.76823 -4.74876 3.09081
H 3.34012 -0.52050 2.00336
H 2.36713 -1.49932 -1.66924
H 2.21487 -0.01904 -0.76226
H 4.25417 -0.26668 -2.17962
H 4.86934 -1.49054 -1.11194
H 4.79771 1.44974 -0.87473
H 4.11970 0.73446 0.54530
H 6.91839 0.41132 -0.49267
H 6.35372 1.04453 1.07508
H 6.70007 -1.76257 0.12428
H 5.46247 -1.50544 1.31074
H 7.96356 -0.14098 2.01869
H 8.15988 -1.88736 1.82393
H 5.76750 -1.31602 3.39952
H 7.18669 -2.23925 3.86577
H 9.24353 0.02334 4.00081
H 8.67580 0.23842 5.64742
H 8.82163 -1.38962 5.01300
H 1.78526 -3.37825 -0.46853
C 1.40662 -8.91703 3.11741
O 1.01734 -8.47266 2.03854
N 1.94920 -10.12535 3.27459
C 2.40110 -10.60806 4.57002
C 2.09358 -10.98356 2.10851
H 1.33932 -8.34513 4.05259
H 3.46927 -10.82886 4.52477
H 1.86121 -11.52031 4.83143
H 2.22415 -9.86077 5.34397
H 2.71852 -10.49686 1.35960
H 1.11828 -11.17706 1.66208
H 2.54959 -11.92344 2.40592
C -7.16996 9.65481 -2.02764
O -7.56625 9.19889 -0.97381
N -7.91855 9.76458 -3.14065
C -7.39565 10.32027 -4.37277
C -9.29947 9.31055 -3.09477
H -6.13869 10.02624 -2.16054
H -7.97008 11.20131 -4.66427
H -7.45297 9.58144 -5.17516
H -6.35614 10.61063 -4.23661
H -9.85032 9.86212 -2.33306
H -9.33735 8.25122 -2.83952
H -9.76495 9.46745 -4.06405
C 4.92614 4.61583 -1.66965
O 5.23385 3.53942 -2.15283
N 3.67098 5.07071 -1.54734
C 3.37291 6.35888 -0.94916
C 2.57296 4.24913 -2.04283
H 5.68195 5.32685 -1.29690
H 2.72310 6.21805 -0.08313
H 2.86617 6.98741 -1.67659
H 4.28659 6.85436 -0.62874
H 2.56384 3.28902 -1.52230
H 2.70796 4.05867 -3.10554
H 1.62484 4.75320 -1.88972
C -0.04299 5.79920 -4.89754
O 0.20401 4.84685 -4.17703
N 0.61523 6.96780 -4.87987
C 0.26743 8.06268 -5.76695
C 1.70917 7.13475 -3.94065
H -0.85358 5.77423 -5.64420
H 1.11842 8.31916 -6.40018
H -0.01965 8.94073 -5.18503
H -0.56747 7.77485 -6.40135
H 2.47172 6.37793 -4.13158
H 1.33508 7.00430 -2.92679
H 2.14274 8.12566 -4.04608
C -5.73416 -0.92327 0.81784
O -5.17336 -1.95423 0.48905
N -7.05476 -0.80022 1.01344
C -7.66420 0.46007 1.39513
C -7.89740 -1.97147 0.83053
H -5.18427 0.02092 0.97440
H -8.17610 0.35603 2.35334
H -8.38755 0.77235 0.63960
H -6.90042 1.22936 1.48686
H -7.59113 -2.76368 1.51365
H -7.80104 -2.34598 -0.18867
H -8.93304 -1.70600 1.02341
C 0.44883 -7.59649 7.15719
O 1.25480 -8.08328 6.37678
N 0.15054 -8.10930 8.35437
C -0.81565 -7.48885 9.24317
C 0.81954 -9.33130 8.77638
H -0.10744 -6.67372 6.92702
H -0.33738 -7.21606 10.18477
H -1.63393 -8.18025 9.44851
H -1.22160 -6.59140 8.78258
H 1.89806 -9.17675 8.80364
H 0.60764 -10.13571 8.07198
H 0.46845 -9.61343 9.76452
C 11.18024 1.91918 -3.39725
O 12.34235 2.26137 -3.44744
N 10.54260 1.54605 -2.26867
C 9.15121 1.14678 -2.26360
C 11.28667 1.54881 -1.02044
H 10.53376 1.88507 -4.29146
H 8.57661 1.81006 -1.61287
H 9.06213 0.11976 -1.89772
H 8.74082 1.20001 -3.26939
H 11.66178 2.55030 -0.80894
H 12.14158 0.87597 -1.09110
H 10.63657 1.22637 -0.21062

Atoms 1-2, force components in eV/Å:
-0.074 -0.009 -0.075
0.599 0.034 0.289



No. 2
Here is C47H108N5O10Y as an isolated structure in a non-equilibrium geometry from OMol25. Energies are from wB97M-V/def2-TZVPD.

Its strongest force on any atom is 6.25 eV/Å. As for the expectation value of S²: 0.76. As for the net charge: +3. The calculation puts the molecular weight at 992.3 g mol⁻¹. The spin multiplicity is 2. The HOMO-LUMO gap (alpha / beta) comes out at 1.6 / 1.6 eV. The HOMO energy (alpha / beta) comes out at -13.1 / -13.1 eV.

CARTESIAN COORDINATES (ANGSTROEM)
Y -3.25762 0.10312 5.57646
C -1.58205 0.20004 1.01368
C -1.29036 -0.41667 2.42204
O -2.34320 -0.41320 3.38631
H -0.58304 0.16847 0.57885
H -1.93845 1.22573 1.10876
H -2.30936 -0.34494 0.41191
H -0.41993 0.07527 2.85613
H -0.95730 -1.42496 2.17603
O -2.21045 -2.22201 5.78706
H -2.37658 -2.78801 5.03321
H -1.40125 -2.56212 6.16881
O -4.76830 0.68836 1.92315
H -3.82222 0.54618 1.95394
H -5.01058 0.88773 2.82746
O -2.39559 2.12477 4.76524
H -3.01107 2.85151 4.66893
H -1.59301 2.43259 4.34412
O -2.72827 -3.34831 3.26542
H -2.44540 -3.49493 2.36281
H -2.61083 -2.40851 3.40407
C 0.54008 -0.58041 -4.24883
C -0.65672 0.22182 -3.70552
C -0.05642 1.61702 -3.22627
C 0.11193 2.59983 -4.36359
C -1.19949 2.83867 -5.06623
C -1.72926 1.53662 -5.68096
N -1.77938 0.46030 -4.61933
O -2.39571 -0.75054 -5.00708
C -3.09848 1.88293 -6.17861
C -0.89383 1.11374 -6.95503
C -1.30801 -0.48400 -2.47625
H 0.06474 -1.49960 -4.59125
H 1.23873 -0.93261 -3.48992
H 1.16645 -0.02731 -4.94871
H -0.66451 2.10883 -2.46703
H 0.86814 1.35204 -2.71336
H 0.83960 2.28520 -5.11166
H 0.46054 3.56384 -3.99310
H -0.89617 3.56082 -5.82425
H -1.96583 3.41065 -4.54311
H -3.57207 1.06876 -6.72718
H -3.73307 2.22384 -5.36057
H -3.14705 2.73761 -6.85334
H -1.38265 0.25827 -7.42121
H -0.84224 1.92746 -7.67842
H 0.06714 0.74478 -6.59655
H -0.57093 -0.45502 -1.67377
H -1.63788 -1.51341 -2.61628
H -2.20549 0.04586 -2.15707
H -3.31681 -0.58458 -4.79347
C -1.31704 -7.78552 0.18190
C 0.11611 -7.24143 0.18977
C 0.84482 -7.57662 -1.17044
C 0.45875 -6.67143 -2.32846
C 0.63969 -5.19549 -1.96587
C -0.08941 -4.82009 -0.64956
N 0.18127 -5.79565 0.41823
O -0.31109 -5.44638 1.64398
C 0.44066 -3.43106 -0.24192
C -1.64058 -4.61653 -0.78417
C 0.90426 -7.96830 1.27490
H -1.30014 -8.86382 0.34026
H -1.95215 -7.38399 -0.60774
H -1.86487 -7.35614 1.02072
H 1.93048 -7.50841 -1.10126
H 0.57509 -8.59614 -1.44597
H -0.57161 -6.77172 -2.66964
H 1.00658 -6.96154 -3.22502
H 0.12096 -4.73667 -2.80759
H 1.66756 -4.83422 -1.99866
H 1.44685 -3.58788 0.14679
H 0.45928 -2.79928 -1.12996
H -0.27618 -3.02578 0.47222
H -2.12205 -4.09298 0.04177
H -1.91033 -3.89113 -1.55172
H -2.21800 -5.53003 -0.92636
H 1.36432 -8.91406 0.98856
H 0.23864 -8.09565 2.12862
H 1.74949 -7.33110 1.53503
H 0.53474 -5.08246 1.91554
C 1.32037 4.01851 -0.37040
C 1.82058 3.02168 0.60036
C 1.78168 1.61349 -0.02832
C 2.89602 1.37620 -1.02906
C 4.23747 1.64039 -0.36771
C 4.39124 3.05225 0.24599
N 3.21284 3.37631 1.08186
O 3.29826 4.63197 1.70108
C 5.65697 3.00742 1.21290
C 4.74017 4.05891 -0.91906
C 0.84217 3.00916 1.79846
H 1.70949 3.85606 -1.37553
H 1.46983 5.01059 0.05568
H 0.24637 3.87498 -0.48879
H 1.78844 0.85109 0.75065
H 0.87475 1.30029 -0.54550
H 2.91692 1.95531 -1.95226
H 2.86350 0.35104 -1.39797
H 5.03729 1.43950 -1.08047
H 4.47127 0.94445 0.43797
H 6.59112 2.67352 0.76125
H 5.89235 4.00399 1.58648
H 5.54800 2.40460 2.11447
H 5.46229 3.67637 -1.64037
H 3.85551 4.33233 -1.49414
H 5.20819 4.91781 -0.43807
H 1.04406 3.75017 2.57192
H 0.93977 2.06531 2.33484
H -0.22707 2.95447 1.59392
H 3.27591 4.38268 2.62788
C 2.85822 -0.63280 3.99830
C 3.38270 -2.03246 3.34858
C 4.27618 -1.57973 2.13482
C 5.54711 -1.00853 2.60769
C 6.19920 -2.06492 3.56313
C 5.40593 -2.55465 4.84303
N 4.08260 -2.94244 4.32154
O 3.27258 -3.51165 5.32533
C 6.13702 -3.77923 5.34240
C 5.39579 -1.40200 5.98631
C 2.18016 -2.78543 2.65475
H 1.78952 -0.71415 3.79986
H 3.24130 0.32730 3.65253
H 2.96214 -0.59957 5.08282
H 4.50742 -2.52475 1.64333
H 3.80159 -0.93474 1.39532
H 5.44871 -0.00142 3.01284
H 6.25958 -0.99823 1.78284
H 7.05359 -1.47468 3.89441
H 6.65580 -2.90726 3.04345
H 6.35524 -4.59446 4.65255
H 7.05325 -3.48534 5.85450
H 5.52703 -4.29768 6.08214
H 4.90226 -0.49874 5.62764
H 4.94786 -1.81373 6.89071
H 6.37521 -1.06561 6.32642
H 1.69400 -2.28246 1.81883
H 1.38629 -2.97387 3.37751
H 2.52882 -3.76221 2.31942
H 3.36757 -4.44305 5.11304
C -4.19385 4.51917 1.24690
C -4.12019 4.56440 -0.28058
C -3.82633 3.05048 -0.75925
C -3.98567 2.76610 -2.21976
C -5.41892 3.24304 -2.64058
C -5.81206 4.68411 -2.21520
N -5.43346 4.95787 -0.79635
O -5.90404 6.08811 -0.26059
C -5.23477 5.84121 -3.21946
C -7.40740 4.68340 -2.25763
C -2.94541 5.52999 -0.69466
H -4.90576 3.77326 1.60032
H -4.47031 5.45762 1.72750
H -3.20764 4.26255 1.63373
H -2.77704 2.87789 -0.51988
H -4.44626 2.31405 -0.24791
H -3.70013 1.78497 -2.59916
H -3.32190 3.43571 -2.76669
H -6.09117 2.47407 -2.25997
H -5.55897 3.09210 -3.71096
H -5.03385 6.76644 -2.67939
H -4.37645 5.44087 -3.75901
H -5.95546 6.17383 -3.96650
H -7.76031 3.78180 -1.75696
H -7.72283 5.60886 -1.77583
H -7.88754 4.72796 -3.23517
H -3.34355 6.53464 -0.55231
H -2.73353 5.51739 -1.76379
H -2.01715 5.39635 -0.13915
H -6.52450 5.73961 0.38375

Atoms 1-2, force components in eV/Å:
3.437 -2.366 -4.654
-0.004 -0.109 1.669